(1)
# C38H57BCuN4O3Se

C38H57BCuN4O3Se as an isolated structure (ωB97M-V/def2-TZVPD, the OMol25 dataset).

Calculated values
spin multiplicity = 2
⟨S²⟩ = 0.75
LUMO energy (spin up / spin down) = 4.2 / 4.2 eV
charge = -2
energy relative to the best compared isomer or geometry (same formula, charge and spin) = 0.000 eV
strongest force on any atom = 0.53 eV Å⁻¹
highest occupied orbital energy (spin up / spin down) = -1.67 / -1.66 eV

Cartesian coordinates (Å):
1 C -1.53 1.04 1.07
2 H 2.99 -1.36 -1.17
3 H -1.31 -6.38 -0.14
4 N 2.52 1.18 -2.06
5 C 4.91 0.07 1.23
6 H 3.62 3.77 4.18
7 C 2.42 1.99 3.92
8 H 7.01 -0.59 0.84
9 H -3.75 -5.31 -1.75
10 H 3.71 2.96 -1.33
11 H -1.77 4.78 -2.51
12 H -4.68 -5.00 0.51
13 H -6.69 0.70 -0.54
14 C 1.09 2.75 4.08
15 H 0.84 2.88 5.14
16 H 0.29 2.21 3.59
17 H -5.28 3.11 -1.79
18 C -1.61 -2.56 1.12
19 H 0.44 3.52 -2.28
20 H 3.63 -2.23 0.20
21 H -3.07 3.38 -1.54
22 C -2.61 -4.63 -0.01
23 H -2.07 -4.87 -2.11
24 C 1.81 -3.47 -2.43
25 C -4.63 1.13 -1.14
26 H 1.59 0.00 4.01
27 H 1.32 3.58 -0.75
28 C -3.32 1.55 -0.49
29 C -1.40 3.06 -0.26
30 H -0.31 0.14 -1.07
31 C -2.76 0.75 0.50
32 H 2.64 0.87 -4.13
33 B 3.88 1.84 -1.76
34 C 0.61 4.12 -1.37
35 C 2.03 0.77 -3.25
36 H 1.06 5.07 -1.67
37 H 1.05 -4.24 -2.63
38 C -4.45 -0.24 -1.81
39 H -1.36 5.42 1.16
40 C 0.74 -1.84 0.73
41 C -0.77 2.16 0.66
42 C 3.52 2.79 4.65
43 H -4.14 -1.00 -1.09
44 C -5.09 2.12 -2.22
45 H -3.25 -3.61 -1.81
46 N 4.03 0.72 0.49
47 H -5.48 0.30 0.69
48 C -1.48 -3.66 0.29
49 Se -0.85 -0.14 2.42
50 C 0.86 -2.99 -0.15
51 H 4.55 1.83 -2.77
52 H -3.73 -4.29 1.83
53 C -0.23 -3.82 -0.32
54 C 3.28 -2.35 -0.82
55 H 2.71 -3.74 -2.98
56 H -4.34 2.22 -3.00
57 C 2.66 -4.70 -0.42
58 H -0.10 -4.68 -0.98
59 H 4.11 -2.71 -1.44
60 N 4.60 0.98 -0.69
61 C 0.76 0.27 -3.05
62 C -2.94 -4.61 -1.51
63 O 2.83 1.88 2.60
64 H 0.09 -0.15 -3.78
65 H -2.54 5.50 -1.08
66 H -6.02 1.76 -2.67
67 C 2.31 0.60 4.57
68 H 3.28 0.10 4.52
69 C 5.85 0.50 -0.70
70 H 6.46 0.62 -1.58
71 O 1.69 -1.02 0.94
72 H -3.68 -0.19 -2.58
73 Cu 2.02 1.17 1.06
74 H 2.92 -4.63 0.64
75 C -1.58 5.26 -1.54
76 H -5.39 -0.58 -2.28
77 H -3.27 -0.15 0.83
78 H 1.92 -5.50 -0.53
79 H 4.47 2.26 4.54
80 H 3.30 2.91 5.71
81 O 0.43 2.38 1.10
82 H 1.44 -2.52 -2.81
83 C 6.11 -0.10 0.52
84 C -2.21 -6.06 0.39
85 H -1.05 6.19 -1.73
86 C 2.13 -3.35 -0.93
87 C -2.63 2.71 -0.81
88 H -5.90 1.99 0.40
89 H 1.99 0.65 5.61
90 H -2.00 -6.11 1.46
91 H -4.25 -3.28 0.48
92 N 1.61 0.97 -1.10
93 C -5.74 1.02 -0.09
94 H -3.01 -6.77 0.16
95 H 1.17 3.73 3.61
96 H 0.08 6.12 0.39
97 C -0.56 -1.68 1.33
98 C -0.42 5.18 0.64
99 C 0.55 0.41 -1.67
100 C -3.89 -4.27 0.75
101 H -2.54 -2.35 1.62
102 H 3.56 -5.00 -0.97
103 H 4.63 -0.22 2.23
104 H 0.21 4.61 1.32
105 C -0.71 4.37 -0.63


(2)
# C4H10N2O2

One molecule with the formula C4H10N2O2 in a non-equilibrium geometry (ωB97M-V/def2-TZVPD, the OMol25 dataset).

Calculated values
spin multiplicity = 1
structure (SMILES) = CNC(=O)CNCO
LUMO energy = 0.7 eV
charge = 0
energy relative to the best compared isomer or geometry (same formula, charge and spin) = 2.116 eV
strongest force on any atom = 2.61 eV Å⁻¹
highest occupied orbital energy = -9.04 eV

Cartesian coordinates (Å):
1 C 2.08 -0.81 -0.12
2 C -2.03 -0.35 0.68
3 H 1.22 1.52 -0.99
4 H 0.56 1.96 0.56
5 O 1.85 -2.22 -0.13
6 H -1.43 -0.09 1.57
7 H 0.87 -0.17 1.43
8 C 0.59 1.15 -0.18
9 O -0.88 1.97 -1.82
10 H -2.67 0.74 -0.95
11 H 2.30 -0.52 -1.15
12 H 2.96 -0.70 0.53
13 H -3.07 -0.34 0.96
14 N -1.85 0.52 -0.44
15 H -1.65 -1.37 0.55
16 C -0.76 1.20 -0.88
17 N 0.98 -0.08 0.46
18 H 0.92 -2.42 -0.10


(3)
# C4H5Br

A 2-piece molecular cluster, C4H5Br overall in a non-equilibrium geometry (ωB97M-V/def2-TZVPD, the OMol25 dataset).

Calculated values
spin multiplicity = 3
⟨S²⟩ = 2.02
LUMO energy (spin up / spin down) = 1.0 / -2.8 eV
charge = 0
energy relative to the best compared isomer or geometry (same formula, charge and spin) = 3.369 eV
strongest force on any atom = 2.15 eV Å⁻¹
highest occupied orbital energy (spin up / spin down) = -7.90 / -10.53 eV

Cartesian coordinates (Å):
1 H -0.96 0.57 -1.67
2 C 0.46 1.06 -0.34
3 H -1.68 0.41 -0.08
4 H -1.36 2.12 -0.75
5 H 0.76 -3.41 1.56
6 Br 1.08 2.00 1.08
7 H 1.17 0.19 -0.62
8 C -0.98 1.05 -0.74
9 C 0.90 -2.56 0.94
10 C 0.63 -1.43 0.62


(4)
# C8H29B2MnNO3

C8H29B2MnNO3 as an isolated structure in a non-equilibrium geometry (ωB97M-V/def2-TZVPD, the OMol25 dataset).

Calculated values
spin multiplicity = 6
⟨S²⟩ = 8.75
LUMO energy (spin up / spin down) = 4.4 / 4.4 eV
charge = -2
strongest force on any atom = 3.13 eV Å⁻¹
highest occupied orbital energy (spin up / spin down) = -0.15 / -0.57 eV

Cartesian coordinates (Å):
1 C 0.72 1.52 1.00
2 C -1.64 0.52 -4.26
3 H -1.70 -1.57 -4.87
4 H -3.01 -0.06 -1.43
5 H -1.54 -1.25 1.06
6 C 2.16 1.57 1.53
7 H 3.86 2.21 3.85
8 H 2.40 -3.08 1.90
9 H -2.64 -2.71 1.48
10 C 1.56 -2.84 -0.02
11 O 0.53 -2.38 -0.78
12 B -2.43 -1.86 0.72
13 O 2.22 2.65 2.50
14 H -0.34 2.08 2.68
15 H 4.34 3.13 2.42
16 H -3.04 -1.03 -3.78
17 H -2.23 -2.41 -0.25
18 N 0.56 0.58 -0.16
19 H 0.12 0.31 2.68
20 Mn -1.16 -0.82 -0.82
21 H 0.68 2.55 0.62
22 H 0.90 -2.34 1.99
23 O -1.26 -1.44 -2.89
24 H -0.59 0.80 -4.21
25 H 1.25 -0.16 -0.01
26 H 2.56 -2.83 -0.51
27 H 2.90 1.79 0.75
28 H -2.22 1.12 -3.56
29 C -0.27 1.16 2.10
30 H -1.25 0.87 1.72
31 H 2.37 -1.35 1.39
32 H 3.21 3.83 3.54
33 C 3.49 2.88 3.07
34 H -1.52 0.89 -1.18
35 H -2.82 0.90 0.17
36 C 1.83 -2.30 1.40
37 H 1.11 1.07 -0.87
38 H -3.11 1.79 -1.52
39 B -2.63 0.90 -0.97
40 H -3.35 -1.19 0.59
41 H 2.42 0.66 2.07
42 H -1.97 0.74 -5.29
43 H 1.47 -3.94 0.14
44 C -1.96 -0.95 -3.99


(5)
# C35H30N2O8P

A 3-piece molecular cluster, C35H30N2O8P overall in a non-equilibrium geometry (ωB97M-V/def2-TZVPD, the OMol25 dataset).

Calculated values
spin multiplicity = 1
LUMO energy = -5.0 eV
charge = +1
strongest force on any atom = 1.81 eV Å⁻¹
highest occupied orbital energy = -10.82 eV

Cartesian coordinates (Å):
1 C -1.67 1.62 1.64
2 H 5.88 1.09 1.37
3 H 6.74 -3.64 -4.35
4 H 8.79 -5.71 4.75
5 H -2.07 0.83 2.25
6 C 8.77 -5.47 0.90
7 C -11.23 1.90 -1.58
8 C -6.64 3.53 -2.18
9 H -2.63 4.31 -0.18
10 C 7.73 -4.45 -2.64
11 H -6.01 2.27 0.76
12 H -8.35 4.88 -1.56
13 C 2.59 1.82 1.06
14 C -2.50 2.56 1.05
15 H -8.04 3.73 0.79
16 C -7.28 3.97 0.04
17 H 10.39 -6.85 0.95
18 O -11.44 1.47 -2.68
19 H -10.61 3.64 -0.43
20 O -5.80 0.03 -2.29
21 C 6.80 -3.84 -0.50
22 H -3.56 2.50 1.22
23 C -7.93 3.90 -1.36
24 O 9.63 -5.96 -1.24
25 N -4.53 0.63 -0.06
26 H 4.36 2.66 0.21
27 H -6.04 4.45 -2.23
28 C 4.28 0.05 2.37
29 C 9.69 -6.38 2.92
30 C 6.82 -3.89 0.99
31 H -6.81 3.09 -3.16
32 C 2.91 -0.05 2.55
33 H -8.73 1.94 -0.77
34 C 7.86 -4.83 3.04
35 C 5.82 -3.09 -1.14
36 H 8.48 -4.99 -3.21
37 C 0.24 2.71 0.63
38 C 0.59 0.70 2.10
39 H 5.08 -2.57 -0.55
40 H -4.82 -0.33 0.11
41 C 2.06 0.83 1.90
42 C -8.92 2.73 -1.50
43 C -10.39 3.15 -1.38
44 O 2.15 3.66 -0.35
45 H 10.40 -7.02 3.42
46 O 0.12 -0.18 2.78
47 O -11.66 1.25 -0.49
48 C 1.71 2.81 0.38
49 O -3.74 1.56 -2.37
50 H -11.49 1.77 0.30
51 C 7.75 -4.53 -1.25
52 H -10.66 3.83 -2.19
53 C -0.61 3.65 0.05
54 C 7.84 -4.74 1.65
55 N -6.34 2.82 -0.03
56 C -6.02 2.56 -1.24
57 H 7.14 -4.25 3.62
58 H -6.77 4.89 0.32
59 H -0.18 4.44 -0.56
60 H 2.50 -0.80 3.20
61 C 3.96 1.90 0.87
62 C -0.30 1.70 1.43
63 H -8.82 2.31 -2.50
64 O 6.01 -3.25 1.64
65 C 6.76 -3.70 -3.27
66 H 4.95 -0.64 2.88
67 C 9.69 -6.29 1.54
68 C -1.97 3.58 0.27
69 H -3.97 1.73 -3.29
70 C 8.79 -5.37 -0.59
71 C 5.80 -3.03 -2.52
72 P -4.94 1.08 -1.46
73 C 8.78 -5.64 3.67
74 H 5.04 -2.45 -3.02
75 C 4.81 1.02 1.52
76 H -6.26 0.40 -3.06


(6)
# C5H4N2

One molecule with the formula C5H4N2 in a non-equilibrium geometry (ωB97M-V/def2-TZVPD, the OMol25 dataset).

Calculated values
spin multiplicity = 1
LUMO energy = 0.3 eV
charge = 0
energy relative to the best compared isomer or geometry (same formula, charge and spin) = 6.830 eV
strongest force on any atom = 6.19 eV Å⁻¹
highest occupied orbital energy = -8.19 eV

Cartesian coordinates (Å):
1 H 0.34 -3.19 1.74
2 H -0.03 2.80 0.03
3 H -2.02 1.99 -0.79
4 C 0.77 -2.42 1.25
5 H 1.24 -0.90 -1.29
6 C 0.77 0.77 -0.14
7 C 1.16 -1.53 0.49
8 N -1.43 1.16 -0.49
9 N -1.82 0.06 -0.36
10 C -0.08 1.73 -0.09
11 C 1.10 -0.47 -0.36


(7)
# C26H43Cl3IrO2P2

C26H43Cl3IrO2P2 as an isolated structure in a non-equilibrium geometry (ωB97M-V/def2-TZVPD, the OMol25 dataset).

Calculated values
spin multiplicity = 5
⟨S²⟩ = 6.03
LUMO energy (spin up / spin down) = -2.9 / -6.7 eV
charge = +1
energy relative to the best compared isomer or geometry (same formula, charge and spin) = 0.000 eV
strongest force on any atom = 3.07 eV Å⁻¹
highest occupied orbital energy (spin up / spin down) = -9.32 / -9.98 eV

Cartesian coordinates (Å):
1 C 1.12 2.31 -5.99
2 H 0.27 -2.04 2.76
3 C -1.27 0.92 -6.21
4 H 3.83 0.50 2.63
5 H -1.56 0.99 5.70
6 H 1.71 -1.51 5.04
7 H -0.94 4.52 -5.57
8 H 3.15 -1.51 -0.32
9 C 1.81 0.09 -0.22
10 Ir 0.49 0.83 1.28
11 H -0.61 -2.10 -0.70
12 C -2.41 -2.72 4.90
13 H 0.13 -2.97 -4.47
14 H -2.38 1.62 4.24
15 H -1.09 3.50 -7.05
16 C -2.26 -1.49 -3.64
17 Cl -0.53 -4.66 4.55
18 H -0.06 -1.40 5.25
19 C -0.57 0.03 -1.18
20 C 0.81 0.29 4.28
21 H -1.89 2.93 2.51
22 H 0.63 -2.37 -2.85
23 H -3.07 -0.81 -3.90
24 O -2.84 -2.62 6.05
25 H 1.76 3.70 1.62
26 H -2.39 3.51 -5.81
27 C 2.06 -1.39 -0.20
28 H -2.11 -1.26 -0.38
29 H 1.48 -1.78 -4.30
30 H 0.22 -0.66 -6.30
31 C -0.78 -0.50 -5.89
32 C 1.66 -2.15 1.10
33 C 0.44 -1.68 1.74
34 C -0.04 1.98 2.91
35 P -0.67 -0.72 -4.07
36 C -0.66 -1.02 1.14
37 H -0.50 3.57 1.61
38 C 1.44 1.89 2.69
39 H -1.06 1.18 -7.25
40 H 0.95 2.30 -7.08
41 C 1.90 0.76 3.51
42 C -1.30 3.56 -5.97
43 C 0.88 -0.83 5.26
44 P -0.49 2.18 -5.06
45 C -0.83 3.19 2.58
46 C -0.35 1.03 3.98
47 H 3.35 -0.79 3.76
48 H 1.61 -1.87 -1.08
49 Cl -3.29 -5.36 5.23
50 H 1.78 1.49 -5.69
51 H -1.53 -0.98 1.82
52 C 0.51 -2.10 -3.91
53 C 3.30 0.30 3.58
54 C -2.27 -4.23 4.34
55 H 3.22 2.71 1.87
56 H -2.30 -1.69 -2.57
57 H 2.72 0.70 -0.35
58 H -0.28 -0.36 -2.18
59 C 0.63 0.78 -0.70
60 Cl -2.68 -4.27 2.62
61 H 2.49 -2.07 1.83
62 H 3.85 0.81 4.39
63 H 2.54 3.65 3.22
64 H -2.35 -2.43 -4.21
65 H -2.04 -0.16 4.44
66 H -1.48 -1.25 -6.28
67 H -2.35 0.99 -6.03
68 C -1.02 -1.15 -0.32
69 H -1.41 0.73 -1.35
70 C -1.66 0.88 4.62
71 C 2.29 3.06 2.33
72 O -2.02 -1.87 4.05
73 H -0.71 3.98 3.33
74 H 1.57 -3.24 0.91
75 H 0.86 1.72 -1.19
76 H 1.02 -0.43 6.27
77 H 1.60 3.26 -5.70


(8)
# C2HF5P

An isolated ion of composition C2HF5P and charge +1 in a non-equilibrium geometry (ωB97M-V/def2-TZVPD, the OMol25 dataset).

Calculated values
spin multiplicity = 1
LUMO energy = -6.6 eV
charge = +1
energy relative to the best compared isomer or geometry (same formula, charge and spin) = 1.302 eV
strongest force on any atom = 3.65 eV Å⁻¹
highest occupied orbital energy = -16.58 eV

Cartesian coordinates (Å):
1 F 2.49 -1.49 0.01
2 H 1.62 1.21 0.00
3 C 1.31 -0.99 0.00
4 C 1.05 0.31 0.00
5 F 0.36 -1.89 0.00
6 F -1.81 1.17 1.30
7 P -1.21 0.62 0.00
8 F -1.71 1.64 -1.03
9 F -2.10 -0.59 -0.29